Entry 1:
The following is a DFT calculation (the ωB97M-V functional and the def2-TZVPD basis) of one molecule with the formula C11H26OSi.

The SMILES is CCCCCCCC[Si](C)(C)OC. Its spin multiplicity is 1. The HOMO energy comes out at -9.54 eV.

Each line ends with the Löwdin charge.
Cartesian coordinates (Å):
C (-0.182, 0.830, 4.345)  -0.113
C (0.455, -0.201, 3.423)  -0.266
C (1.401, 0.438, 2.408)  -0.219
C (1.969, -0.553, 1.370)  -0.203
C (0.881, -1.000, 0.406)  -0.256
C (1.426, -1.659, -0.843)  -0.206
C (0.361, -2.004, -1.900)  -0.263
C (-0.236, -0.835, -2.668)  -0.231
Si (-1.351, 0.367, -1.726)  0.495
C (-2.378, 1.380, -2.936)  -0.144
C (-2.440, -0.489, -0.481)  -0.131
O (-0.329, 1.492, -0.951)  -0.311
C (0.696, 2.217, -1.567)  -0.154
H (-0.902, 0.404, 5.021)  0.062
H (0.628, 1.291, 4.898)  0.070
H (-0.687, 1.630, 3.836)  0.063
H (0.981, -0.978, 4.020)  0.117
H (-0.292, -0.802, 2.875)  0.097
H (0.900, 1.249, 1.884)  0.107
H (2.236, 0.915, 2.892)  0.101
H (2.386, -1.444, 1.854)  0.113
H (2.781, -0.116, 0.766)  0.111
H (0.333, -0.107, 0.123)  0.063
H (0.175, -1.627, 0.952)  0.112
H (2.174, -1.006, -1.283)  0.104
H (1.937, -2.619, -0.515)  0.132
H (-0.445, -2.574, -1.386)  0.104
H (0.767, -2.747, -2.575)  0.095
H (-0.883, -1.212, -3.453)  0.071
H (0.549, -0.227, -3.131)  0.081
H (-2.651, 0.730, -3.755)  0.024
H (-3.315, 1.726, -2.552)  0.020
H (-1.848, 2.221, -3.366)  0.028
H (-3.449, -0.265, -0.811)  0.027
H (-2.291, -1.555, -0.497)  0.021
H (-2.253, -0.093, 0.523)  0.044
H (1.642, 1.730, -1.334)  0.082
H (0.533, 2.253, -2.648)  0.074
H (0.724, 3.240, -1.219)  0.080



Entry 2:
The following is a DFT calculation (the ωB97M-V functional and the def2-TZVPD basis) of C11H27BCsFKMgNO14P2S as an isolated structure.

Its spin multiplicity is 1. The HOMO energy comes out at -6.37 eV.

Each line ends with the Löwdin charge.
Cartesian coordinates (Å):
C (0.454, 4.987, 4.800)  -0.055
C (-0.743, 4.160, 5.250)  -0.254
O (-0.350, 2.788, 5.248)  -0.079
C (-1.383, 1.891, 5.009)  -0.222
O (-1.086, 1.119, 3.828)  -0.091
P (-1.801, 1.596, 2.521)  0.354
O (-3.222, 1.329, 2.470)  -0.213
O (-1.056, 0.734, 1.337)  -0.124
O (-1.417, -0.628, 1.589)  0.089
B (-1.361, -1.243, 0.348)  -0.839
O (-0.070, -1.698, -0.141)  -0.305
O (-2.472, -1.463, -0.380)  0.218
O (-1.462, 3.114, 2.186)  -0.332
P (-2.810, 3.890, 1.531)  0.995
C (-2.334, 4.891, 0.123)  -0.257
C (-3.753, 4.819, 2.780)  -0.208
H (1.344, 4.574, 5.272)  0.077
H (0.357, 6.029, 5.090)  0.077
H (0.575, 4.937, 3.721)  0.074
H (-1.550, 4.293, 4.537)  0.071
H (-1.040, 4.514, 6.239)  0.122
H (-2.371, 2.355, 4.986)  0.143
H (-1.389, 1.170, 5.822)  0.107
H (-0.087, -2.671, -0.182)  0.091
H (-2.472, -1.097, -1.291)  0.090
H (-1.383, 4.503, -0.236)  0.047
H (-3.046, 4.820, -0.696)  0.049
H (-2.135, 5.959, 0.378)  0.038
H (-3.162, 5.243, 3.589)  0.042
H (-4.252, 5.632, 2.255)  0.056
H (-4.521, 4.166, 3.185)  0.047
F (-0.379, 6.688, 0.819)  -0.658
Mg (0.208, -1.049, -2.163)  0.633
O (-2.915, -2.196, 4.809)  -0.211
S (-1.761, -1.947, 5.688)  0.251
O (-1.638, -3.046, 6.651)  -0.226
O (-1.943, -0.684, 6.420)  -0.249
O (-0.557, -1.855, 4.850)  -0.248
C (4.056, -3.012, -5.687)  -0.052
C (3.485, -2.802, -4.441)  -0.085
C (3.844, -3.608, -3.368)  -0.106
C (4.780, -4.620, -3.535)  -0.091
C (5.354, -4.829, -4.780)  -0.088
C (4.987, -4.027, -5.852)  -0.133
H (3.783, -2.388, -6.529)  0.117
H (2.761, -2.008, -4.305)  0.064
H (3.397, -3.447, -2.392)  0.064
H (5.063, -5.243, -2.696)  0.104
H (6.087, -5.616, -4.910)  0.103
H (5.426, -4.186, -6.819)  -0.056
K (6.106, -5.012, -8.500)  0.939
O (-2.754, -1.108, -3.791)  -0.550
H (-3.011, -1.607, -4.573)  -0.188
Cs (2.667, -1.013, -0.050)  0.818
N (-1.695, -4.819, -3.719)  0.312
H (-2.103, -3.941, -3.330)  0.128
H (-2.219, -5.100, -4.549)  0.154
H (-0.719, -4.652, -3.971)  0.139
H (-1.745, -5.560, -3.019)  0.148
O (5.882, -1.310, -9.054)  -0.633
H (5.549, -0.718, -8.372)  -0.208



Entry 3:
The following is a DFT calculation (the ωB97M-V functional and the def2-TZVPD basis) of C11H27BN3O2PtSSe2 as an isolated structure.

Its spin multiplicity is 1. The net charge is +1. The HOMO energy (alpha / beta) comes out at -10.28 / -10.28 eV.

Each line ends with the Löwdin charge.
Cartesian coordinates (Å):
Pt (1.574, -0.382, 0.413)  0.477
C (2.567, -0.939, -3.814)  -0.351
Se (1.114, -0.576, -2.551)  1.044
C (0.743, -2.441, -2.066)  -0.515
C (1.972, -3.213, -1.635)  -0.510
Se (2.865, -2.482, -0.044)  0.855
C (2.038, -3.618, 1.301)  -0.386
H (2.229, -1.676, -4.539)  0.041
H (3.468, -1.277, -3.310)  0.025
H (2.773, -0.001, -4.323)  0.025
H (0.292, -2.919, -2.937)  0.082
H (0.006, -2.361, -1.270)  0.054
H (2.723, -3.232, -2.422)  0.048
H (1.710, -4.245, -1.400)  0.080
H (2.337, -4.647, 1.119)  0.031
H (0.957, -3.509, 1.267)  0.033
H (2.399, -3.294, 2.273)  0.008
N (3.100, 1.667, 1.327)  0.005
N (2.716, 1.929, 2.634)  -0.071
C (1.889, 1.131, 3.336)  -0.803
N (1.431, 1.636, 4.484)  0.119
S (1.504, -0.464, 2.947)  0.701
H (4.091, 1.466, 1.281)  0.106
H (2.884, 2.459, 0.736)  0.106
H (2.980, 2.817, 3.035)  0.155
H (1.723, 2.532, 4.841)  0.122
H (0.833, 1.061, 5.053)  0.106
C (-2.300, 1.447, -2.168)  -0.009
C (-2.348, 0.643, -0.873)  -0.451
C (-3.506, -0.341, -0.926)  -0.002
O (-1.113, -0.116, -0.811)  -0.036
B (-0.297, 0.418, 0.153)  -0.830
O (-0.900, 1.434, 0.833)  0.070
C (-2.289, 1.525, 0.431)  -0.456
C (-3.105, 0.953, 1.588)  -0.007
C (-2.661, 2.983, 0.217)  -0.004
H (-2.148, 0.758, -2.999)  0.091
H (-1.468, 2.151, -2.165)  0.095
H (-3.231, 1.989, -2.329)  0.097
H (-3.426, -0.928, -1.842)  0.096
H (-4.457, 0.190, -0.936)  0.101
H (-3.493, -1.028, -0.083)  0.089
H (-2.793, -0.070, 1.798)  0.096
H (-4.172, 0.976, 1.372)  0.096
H (-2.919, 1.551, 2.479)  0.094
H (-1.977, 3.483, -0.465)  0.088
H (-2.643, 3.502, 1.174)  0.093
H (-3.672, 3.056, -0.186)  0.100



Entry 4:
The following is a DFT calculation (the ωB97M-V functional and the def2-TZVPD basis) of a 2-piece molecular cluster, C11H27N4OS overall.

Its spin multiplicity is 1. The net charge is +1. The HOMO energy comes out at -11.57 eV.

Each line ends with the Löwdin charge.
Cartesian coordinates (Å):
N (-0.801, -0.396, -3.858)  -0.014
C (0.532, -0.482, -4.461)  -0.253
C (1.641, -1.230, -3.585)  -0.175
C (1.202, -1.573, -2.127)  -0.208
C (1.422, -0.375, -1.129)  -0.129
C (1.258, -0.964, 0.320)  -0.248
C (2.649, -1.385, 0.930)  -0.211
N (2.550, -2.057, 2.245)  -0.466
S (2.691, -3.807, 2.015)  0.797
C (1.230, -1.844, 2.902)  -0.256
C (0.575, -0.446, 2.653)  -0.092
N (0.729, 0.077, 1.264)  0.076
H (-1.161, -1.316, -3.634)  0.064
H (-0.793, 0.183, -3.026)  0.049
H (0.902, 0.533, -4.710)  0.109
H (0.444, -1.070, -5.399)  0.108
H (2.495, -0.517, -3.502)  0.100
H (2.056, -2.124, -4.096)  0.107
H (0.182, -1.997, -2.046)  0.109
H (1.886, -2.379, -1.759)  0.108
H (2.447, 0.035, -1.263)  0.126
H (0.683, 0.432, -1.330)  0.115
H (0.594, -1.846, 0.247)  0.163
H (3.212, -1.948, 0.169)  0.104
H (3.186, -0.416, 1.110)  0.136
H (2.946, -3.997, 0.668)  -0.112
H (1.412, -1.904, 4.000)  0.129
H (0.565, -2.703, 2.666)  0.086
H (-0.517, -0.578, 2.821)  0.142
H (0.905, 0.275, 3.428)  0.139
H (-0.107, 0.535, 0.883)  0.124
H (1.461, 0.796, 1.280)  0.179
C (-1.950, 2.617, 2.195)  0.004
C (-2.614, 2.037, 0.973)  -0.532
O (-2.142, 1.081, 0.351)  -0.008
N (-3.768, 2.600, 0.562)  0.023
C (-4.483, 3.720, 1.150)  -0.053
H (-1.036, 2.066, 2.407)  0.054
H (-1.690, 3.663, 2.024)  0.097
H (-2.610, 2.534, 3.059)  0.098
H (-4.158, 2.162, -0.260)  0.151
H (-5.483, 3.388, 1.432)  0.093
H (-4.570, 4.510, 0.403)  0.093
H (-3.975, 4.110, 2.026)  0.077



Entry 5:
The following is a DFT calculation (the ωB97M-V functional and the def2-TZVPD basis) of a 3-piece molecular cluster, C11H28BN3O8Si overall.

The SMILES is CC[Si@](CCCCN)(CB(O)O)CC(=O)O.C[N+](=O)[O-].C[N+](=O)[O-]. Its spin multiplicity is 1. The HOMO energy comes out at -8.98 eV.

Each line ends with the Löwdin charge.
Cartesian coordinates (Å):
C (2.830, -0.377, 2.904)  -0.161
C (1.252, -0.038, 3.061)  -0.291
Si (0.295, -0.646, 1.480)  0.613
C (1.327, -0.067, -0.021)  -0.274
C (0.506, 0.077, -1.390)  -0.238
C (1.406, 0.232, -2.709)  -0.192
C (2.673, -0.740, -2.779)  -0.283
N (3.945, -0.087, -2.285)  -0.046
C (-1.476, 0.074, 1.568)  -0.146
B (-1.498, 1.696, 1.827)  -0.563
O (-1.147, 2.552, 0.720)  0.064
O (-1.837, 2.193, 3.154)  0.068
C (0.138, -2.578, 1.414)  -0.138
C (0.172, -3.264, 2.852)  -0.447
O (-0.879, -3.801, 3.290)  0.040
O (1.332, -3.297, 3.681)  0.023
H (3.023, -1.499, 2.832)  0.055
H (3.272, 0.083, 1.945)  0.065
H (3.365, 0.069, 3.822)  0.082
H (0.794, -0.451, 4.020)  0.086
H (1.187, 1.118, 3.030)  0.082
H (2.233, -0.779, -0.091)  0.073
H (1.783, 0.970, 0.203)  0.097
H (-0.101, 1.058, -1.302)  0.100
H (-0.291, -0.747, -1.508)  0.111
H (0.738, -0.019, -3.608)  0.114
H (1.774, 1.322, -2.725)  0.101
H (2.558, -1.700, -2.158)  0.100
H (2.855, -1.081, -3.857)  0.109
H (4.686, -0.803, -2.163)  0.064
H (3.785, 0.381, -1.382)  0.043
H (-1.974, -0.381, 2.509)  0.095
H (-2.171, -0.239, 0.686)  0.073
H (-0.397, 3.110, 1.032)  0.112
H (-1.179, 1.842, 3.790)  0.093
H (-0.907, -2.784, 0.980)  0.091
H (0.876, -3.044, 0.661)  0.102
H (2.074, -3.512, 3.069)  0.106
C (-0.987, 4.324, -2.693)  0.045
N (0.244, 3.716, -3.261)  -0.444
O (0.109, 2.942, -4.193)  0.060
O (1.304, 4.036, -2.748)  0.053
H (-1.849, 3.950, -3.244)  0.096
H (-1.044, 4.034, -1.644)  0.084
H (-0.899, 5.404, -2.801)  0.101
C (-5.385, -1.625, -0.610)  0.045
N (-4.152, -2.239, -1.167)  -0.437
O (-4.284, -3.014, -2.097)  0.079
O (-3.094, -1.920, -0.649)  0.036
H (-6.244, -1.997, -1.164)  0.096
H (-5.449, -1.910, 0.440)  0.104
H (-5.293, -0.545, -0.720)  0.102



Number 1: E -799.500086 Eh, M 202.4 Da. Number 2: E -3568.770318 Eh, M 717.5 Da. Number 3: E -6095.167913 Eh, M 629.2 Da. Number 4: E -1127.505623 Eh, M 263.4 Da. Number 5: E -1516.325761 Eh, M 369.3 Da.